DFT (the ωB97M-V functional and the def2-TZVPD basis) results for C11H24BeNO7P2S as an isolated structure.

Element x y z (Å)
O -6.746 -2.058 -0.191
P -5.328 -1.397 -0.058
O -5.284 -0.303 -1.198
S -4.897 -0.669 1.691
P -3.731 -3.062 -0.459
O -3.077 -2.165 -1.690
C -1.691 -1.945 -1.489
C -1.334 -2.183 0.002
C -0.840 -0.984 0.755
C -0.323 0.163 0.167
C 0.001 1.225 0.988
N -0.100 1.237 2.315
C -0.567 0.109 2.885
C -0.945 -0.976 2.142
O -2.613 -2.401 0.630
H -7.041 -2.413 0.659
H -4.901 0.491 -0.798
H -2.919 -4.248 -0.605
H -4.799 -3.586 -1.281
H -4.365 -3.665 0.687
H -1.196 -2.722 -2.072
H -1.418 -0.984 -1.894
H -0.806 -3.109 0.191
H -0.189 0.243 -0.894
H 0.364 2.127 0.520
H -0.653 0.067 3.957
H -1.347 -1.839 2.645
Be -1.943 2.538 2.767
C 5.227 3.992 1.336
O 5.566 2.698 0.867
C 4.579 1.720 1.130
C 3.743 1.424 -0.095
O 2.958 2.542 -0.487
C 3.516 3.259 -1.580
H 5.926 4.697 0.891
H 4.211 4.274 1.049
H 5.322 4.043 2.426
H 3.938 2.031 1.962
H 5.099 0.805 1.428
H 3.050 0.609 0.142
H 4.381 1.095 -0.920
H 3.371 2.707 -2.514
H 4.580 3.449 -1.433
H 2.993 4.211 -1.650
O 0.033 -3.482 -3.972
H -0.586 -3.545 -4.706
H 0.782 -4.021 -4.246

Computed properties:
Orbital gap   2.71 eV
Spin multiplicity   1
Charge   +1
HOMO level   -10.30 eV
Lowest unoccupied orbital energy   -7.6 eV